Here is a structure of composition C14H37LiN2O6 in a non-equilibrium geometry from OMol25. Energies are from ωB97M-V/def2-TZVPD.

Element x y z (Å)
Li 1.39 -2.52 -0.84
C 3.13 -1.37 -2.18
O 1.87 -1.76 -2.62
H 2.97 -0.71 -1.43
H 3.78 -0.99 -3.04
H 3.61 -2.34 -1.79
C 1.51 -5.43 -2.01
O 0.81 -4.46 -1.31
H 2.20 -5.04 -2.58
H 0.67 -6.05 -2.56
H 2.13 -6.19 -1.49
H -0.04 -4.76 -1.21
C 2.85 0.84 -0.06
O 2.20 1.79 0.79
C 0.93 2.13 0.33
C 0.16 3.08 1.28
N -1.13 3.56 0.70
C -1.97 4.22 1.66
C -3.05 5.02 0.98
O -3.85 5.77 1.90
C -4.89 6.54 1.26
H 3.72 0.61 0.10
H 2.71 1.02 -1.07
H 2.34 -0.16 0.19
H 0.34 1.24 0.50
H 0.93 2.28 -0.69
H 0.66 3.96 1.20
H 0.11 2.75 2.37
H -1.86 2.75 0.52
H -1.24 4.85 2.02
H -2.33 3.32 2.40
H -3.66 4.51 0.36
H -2.57 5.83 0.54
H -5.24 7.11 2.03
H -5.84 5.93 0.92
H -4.38 7.14 0.54
C 3.42 -4.01 1.15
O 2.47 -2.91 0.84
C 1.74 -2.55 2.05
C 0.92 -1.38 1.61
N 0.01 -1.84 0.50
C -0.81 -0.70 0.02
C -1.59 -1.24 -1.20
O -2.45 -0.21 -1.75
C -3.20 -0.62 -2.74
H 3.14 -4.87 1.62
H 4.36 -3.62 1.56
H 3.79 -4.51 0.13
H 2.43 -2.53 2.87
H 0.99 -3.15 2.26
H 1.26 -0.42 1.38
H 0.30 -1.09 2.61
H -0.62 -2.45 0.94
H -0.09 0.03 -0.24
H -1.65 -0.57 0.82
H -2.30 -2.04 -0.96
H -0.73 -1.59 -2.04
H -3.52 -1.65 -2.56
H -2.74 -0.47 -3.86
H -4.04 -0.07 -2.70

Frontier orbital gap = 6.36 eV
Relative energy (zero: lowest compared OMol25 entry of this formula, charge and spin) = 0.00 kJ/mol
LUMO level = -0.0804 eV



Here is a structure of composition C10H8Cl3CoF5N6O8SSiTe in a non-equilibrium geometry from OMol25. Energies are from ωB97M-V/def2-TZVPD.

Element x y z (Å)
Co 1.71 -1.21 0.03
O -2.81 4.12 2.55
N -3.15 3.00 2.88
O -4.21 2.76 3.44
C -2.28 1.89 2.57
C -1.05 2.14 2.00
C -0.21 1.09 1.68
C -0.54 -0.32 1.95
O 0.17 -1.27 1.67
C -1.88 -0.46 2.54
C -2.70 0.59 2.83
N -2.43 -1.79 2.82
O -1.67 -2.71 2.99
O -3.65 -1.88 2.88
N 1.02 1.47 1.00
O 1.89 0.65 0.76
O 1.16 2.64 0.69
H -0.73 3.15 1.79
H -3.67 0.41 3.27
S 4.54 -3.29 3.01
C 3.66 -2.43 1.94
N 3.06 -1.76 1.20
Cl 4.75 1.28 -3.39
Si 3.02 0.21 -3.14
Cl 2.67 -0.86 -4.90
Cl 1.53 1.68 -3.24
C -3.06 0.38 -1.17
N -1.73 0.91 -1.41
C -1.58 2.30 -1.82
C -0.68 0.13 -1.22
N 0.19 -0.60 -1.04
H -3.59 1.02 -0.46
H -2.99 -0.62 -0.75
H -3.63 0.33 -2.10
H -2.22 2.92 -1.18
H -1.87 2.43 -2.86
H -0.55 2.61 -1.69
F 1.63 -2.90 -0.81
Te 3.16 -3.05 -2.65
F 4.79 -2.15 -3.23
F 3.74 -4.04 -4.27
F 2.99 -4.92 -2.17
F 4.27 -3.16 -1.14
O 2.93 -0.69 -1.87

Frontier orbital gap (spin up / spin down) = 5.46 / 5.41 eV
Net charge = -2
Relative energy (zero: lowest compared OMol25 entry of this formula, charge and spin) = 16.25 kJ/mol
2S+1 = 2
LUMO level (spin up / spin down) = 2.8884 / 2.8824 eV



Here is a structure of composition C3H4LiO3 in a non-equilibrium geometry from OMol25. Energies are from ωB97M-V/def2-TZVPD.

Element x y z (Å)
O 1.09 -0.32 -1.12
C 2.21 -0.25 -0.42
C -1.02 0.77 0.01
O 3.15 0.50 -0.79
O 2.19 -0.85 0.72
C -1.85 -0.28 0.30
H -0.53 1.40 -0.73
H -1.00 1.50 0.83
H -2.20 -0.43 1.33
H -2.41 -0.76 -0.51
Li 0.37 -1.28 0.38

Frontier orbital gap = 5.45 eV
Net charge = -1
Relative energy (zero: lowest compared OMol25 entry of this formula, charge and spin) = 0.00 kJ/mol
LUMO level = 2.6603 eV



Here is a structure of composition C3H2BiO3 in a non-equilibrium geometry from OMol25. Energies are from ωB97M-V/def2-TZVPD.

Element x y z (Å)
O 1.76 0.42 0.07
C 2.42 -0.59 -0.13
H 3.40 -0.68 0.35
H 1.97 -1.42 -0.70
O -0.63 0.30 0.36
Bi 0.28 1.65 -0.88
O -2.05 0.82 0.24
C -3.01 0.09 0.30
C -4.15 -0.59 0.38

Frontier orbital gap (spin up / spin down) = 7.62 / 7.58 eV
Net charge = +3
Relative energy (zero: lowest compared OMol25 entry of this formula, charge and spin) = 602.77 kJ/mol
LUMO level (spin up / spin down) = -17.5755 / -17.5885 eV



Here is a structure of composition C25H45Cl2PTi in a non-equilibrium geometry from OMol25. Energies are from ωB97M-V/def2-TZVPD.

Element x y z (Å)
Ti 1.48 -0.30 -0.47
Cl 0.49 1.65 -1.09
P -2.09 0.02 -0.49
C 2.38 -0.99 -1.93
H 2.73 -2.03 -1.89
H 3.17 -0.29 -2.33
C -3.21 -0.81 0.79
C -2.70 -0.47 -2.21
C -3.14 -2.34 0.69
H -2.70 -0.50 1.72
C -3.79 -2.99 1.92
H -3.66 -2.68 -0.22
H -2.10 -2.66 0.60
C -5.22 -2.49 2.17
H -3.79 -4.08 1.79
H -3.17 -2.77 2.80
C -5.35 -0.96 2.11
H -5.89 -2.94 1.42
H -5.56 -2.84 3.15
C -4.67 -0.35 0.89
H -6.41 -0.68 2.11
H -4.90 -0.53 3.01
H -5.22 -0.65 -0.01
H -4.74 0.74 0.96
C -2.64 1.83 -0.40
C -4.17 -0.88 -2.29
H -2.56 0.45 -2.79
C -4.60 -1.13 -3.74
H -4.35 -1.79 -1.71
H -4.83 -0.10 -1.87
C -3.71 -2.17 -4.43
H -5.65 -1.46 -3.76
H -4.55 -0.19 -4.29
C -2.21 -1.87 -4.27
H -3.92 -3.16 -4.01
H -3.96 -2.21 -5.49
C -1.80 -1.56 -2.82
H -1.62 -2.71 -4.65
H -1.96 -1.00 -4.89
H -1.86 -2.48 -2.22
H -0.74 -1.24 -2.79
C -2.59 2.34 1.04
H -1.80 2.31 -0.94
C -2.75 3.86 1.09
H -3.38 1.87 1.64
H -1.63 2.06 1.51
C -4.00 4.35 0.34
H -2.79 4.19 2.14
H -1.86 4.32 0.65
C -4.12 3.76 -1.07
H -4.89 4.08 0.92
H -3.98 5.44 0.27
C -3.92 2.23 -1.11
H -5.09 4.00 -1.50
H -3.36 4.21 -1.72
H -4.79 1.76 -0.63
H -3.92 1.91 -2.16
C 1.21 0.00 2.03
C 2.33 -0.11 1.37
H 0.65 -0.88 2.29
C 3.01 1.14 0.87
H 2.83 -1.03 1.00
C 3.22 2.09 2.07
H 3.92 0.97 0.30
H 2.28 1.73 0.23
C 1.84 2.40 2.72
H 3.90 1.62 2.77
H 3.70 3.03 1.78
C 0.82 1.24 2.81
H 2.03 2.84 3.72
H 1.34 3.19 2.15
H 0.60 1.07 3.89
H -0.17 1.61 2.54
Cl 0.34 -2.21 -0.01

Frontier orbital gap = 6.71 eV
Relative energy (zero: lowest compared OMol25 entry of this formula, charge and spin) = 195.89 kJ/mol
LUMO level = -0.6299 eV



Here is a cluster of 2 separate species, C4H12S4 in total in a non-equilibrium geometry from OMol25. Energies are from ωB97M-V/def2-TZVPD.

Element x y z (Å)
C 4.00 -2.46 1.21
C 4.06 -3.94 1.65
S 2.54 -4.40 2.53
S 2.54 -3.30 4.35
H 4.22 -1.81 2.07
H 2.99 -2.23 0.84
H 4.73 -2.25 0.41
H 4.19 -4.52 0.71
H 4.96 -4.09 2.27
H 2.90 -4.20 5.29
C -4.83 3.25 -2.89
C -3.58 3.95 -2.37
S -2.07 2.91 -2.23
S -1.72 2.95 -0.21
H -4.73 3.37 -3.98
H -5.77 3.73 -2.56
H -4.90 2.17 -2.66
H -3.32 4.78 -3.06
H -4.07 4.39 -1.48
H -2.13 1.70 0.10

SMILES = CCSS.CCSS
Frontier orbital gap = 9.36 eV
Relative energy (zero: lowest compared OMol25 entry of this formula, charge and spin) = 82.62 kJ/mol
LUMO level = 0.4005 eV



Here is a structure of composition C11H23IrN3O2SSbSe4 from OMol25. Energies are from ωB97M-V/def2-TZVPD.

Element x y z (Å)
Ir -0.44 -1.41 -0.45
C 1.03 -3.04 1.58
C 0.85 -1.66 2.19
N -0.37 -1.03 1.61
C -1.65 -1.37 2.26
C -2.22 -2.72 1.85
S -2.18 -2.95 0.02
C -1.17 -4.47 -0.15
C 0.30 -4.21 -0.49
N 0.80 -2.96 0.12
H 2.04 -3.42 1.79
H 0.32 -3.75 2.00
H 0.79 -1.72 3.28
H 1.69 -1.02 1.92
H -0.27 -0.01 1.65
H -1.53 -1.34 3.35
H -2.34 -0.59 1.97
H -1.71 -3.56 2.32
H -3.27 -2.77 2.16
H -1.30 -5.06 0.76
H -1.62 -5.03 -0.97
H 0.91 -5.05 -0.16
H 0.43 -4.08 -1.57
H 1.66 -2.68 -0.36
Se 1.61 -0.07 -0.81
Sb 1.20 -0.48 -3.27
Se -1.35 -0.81 -2.53
Se 1.74 1.42 -4.57
Se 1.85 -2.70 -3.86
O -0.64 3.87 1.87
C -0.20 2.91 1.07
O -0.40 1.74 1.30
C 0.55 3.40 -0.14
N 0.81 4.85 -0.06
C 0.61 5.45 -1.41
C 0.31 4.27 -2.34
C -0.30 3.24 -1.40
H 1.46 2.80 -0.25
H 1.73 5.04 0.29
H -0.31 4.70 1.44
H 1.50 6.00 -1.71
H -0.22 6.15 -1.37
H 1.23 3.87 -2.77
H -0.35 4.54 -3.16
H -0.25 2.22 -1.78
H -1.34 3.49 -1.18

Frontier orbital gap (spin up / spin down) = 6.37 / 6.37 eV
Relative energy (zero: lowest compared OMol25 entry of this formula, charge and spin) = 0.00 kJ/mol
LUMO level (spin up / spin down) = -0.6793 / -0.6787 eV



no.,E (Eh)
1,-1123.70122
2,-5534.85203
3,-350.00870
4,-554.06068
5,-3090.76215
6,-1752.31547
7,-11096.29672